The following is a quantum chemistry calculation of 19 unconnected molecules or ions with the total composition C99H105N19O33, from the Open Molecules 2025 dataset.

```
256
Properties=species:S:1:pos:R:3:lowdin_charge:R:1
C 6.36222 4.92882 0.89954 -0.08
C 5.88443 3.66976 0.62653 -0.07
C 4.48951 3.42390 0.55543 -0.01
C 3.67774 4.44806 0.96310 -0.16
C 4.11705 5.70008 1.38304 0.00
C 5.48522 5.95094 1.27617 -0.05
N 2.23692 4.17195 1.01157 -0.33
O 1.86196 3.11491 0.59131 0.07
O 1.52883 5.00928 1.54667 0.06
H 7.42333 5.08677 0.77756 0.11
H 6.57987 2.87616 0.37909 0.11
H 4.07820 2.42998 0.27383 0.12
H 3.36779 6.44651 1.69152 0.13
H 5.86475 6.93116 1.62386 0.12
C 4.78125 3.96594 5.29950 -0.05
C 3.53113 4.03393 4.70708 -0.07
C 2.74254 5.17029 4.73165 0.00
C 3.30924 6.28775 5.31708 -0.14
C 4.59869 6.29332 5.91650 0.00
C 5.31627 5.11910 5.87752 -0.07
N 2.51250 7.49500 5.42854 -0.37
O 1.37621 7.51282 5.05619 0.09
O 3.05788 8.40770 5.99497 0.08
H 5.33840 3.01021 5.20903 0.11
H 3.19052 3.08514 4.34366 0.07
H 1.72741 5.22039 4.30752 0.11
H 4.96779 7.21140 6.40360 0.13
H 6.30645 5.18578 6.34581 0.11
C -7.10331 -3.32362 -0.34188 -0.07
C -6.76894 -2.21474 0.41561 -0.06
C -6.33572 -1.04391 -0.24817 0.01
C -6.30473 -1.12743 -1.61706 -0.15
C -6.57808 -2.20551 -2.42500 0.00
C -7.00848 -3.30261 -1.75390 -0.07
N -5.77710 0.07581 -2.29964 -0.31
O -5.68932 -0.00885 -3.53244 0.05
O -5.50052 1.00009 -1.60755 0.09
H -7.49911 -4.15196 0.18978 0.09
H -6.78782 -2.19490 1.49082 0.10
H -5.78812 -0.26403 0.18343 0.08
H -6.32541 -2.12243 -3.49736 0.11
H -7.27466 -4.19348 -2.30513 0.11
C -3.04830 -4.57310 -9.42468 -0.06
C -2.41999 -4.74620 -8.14629 -0.03
C -2.97784 -4.13800 -7.00866 0.01
C -4.12989 -3.38753 -7.18370 -0.15
C -4.80044 -3.28684 -8.40980 0.01
C -4.21747 -3.87117 -9.50147 -0.10
N -4.74917 -2.77422 -6.02696 -0.37
O -4.13862 -2.80288 -5.00640 0.07
O -5.88123 -2.29933 -6.10185 0.07
H -2.56019 -4.88049 -10.39213 0.13
H -1.48820 -5.28316 -8.08417 0.10
H -2.65718 -4.29067 -5.99872 0.10
H -5.68959 -2.77678 -8.52459 0.10
H -4.77730 -3.76552 -10.42179 0.11
C -3.25731 2.12811 5.03840 -0.07
C -4.20051 3.13850 5.17520 -0.05
C -5.31076 3.19986 4.31426 0.00
C -5.29387 2.33749 3.28492 -0.18
C -4.24378 1.45360 3.04470 -0.01
C -3.27930 1.24022 3.95438 -0.06
N -6.34748 2.32609 2.29963 -0.35
O -6.04071 2.23732 1.13501 0.08
O -7.48004 2.43918 2.72431 0.10
H -2.43900 2.03515 5.74863 0.11
H -4.14329 3.73619 6.10217 0.12
H -6.16797 3.85495 4.38039 0.13
H -4.24912 0.89234 2.12968 0.08
H -2.57172 0.39512 3.81524 0.11
C -0.18824 4.51382 7.05696 -0.08
C -0.63931 5.03736 5.89618 -0.08
C -0.55796 4.33709 4.71140 -0.02
C 0.08801 3.13791 4.68191 -0.21
C 0.64504 2.62449 5.78172 -0.02
C 0.50051 3.33955 6.97504 -0.06
N 0.25303 2.40850 3.43979 -0.32
O 1.29567 1.83586 3.22604 0.07
O -0.74516 2.44681 2.77619 0.09
H -0.31285 5.06066 8.02324 0.13
H -0.97409 6.04388 5.85666 0.11
H -1.00852 4.75013 3.81179 0.09
H 1.17380 1.68270 5.84267 0.10
H 0.69702 2.74559 7.93070 0.14
C 0.02195 -1.81361 -9.90956 -0.05
C 1.30636 -2.11766 -9.38712 -0.06
C 1.50669 -2.18229 -8.03868 -0.02
C 0.43220 -1.87238 -7.24215 -0.17
C -0.81776 -1.56284 -7.65890 -0.02
C -1.03084 -1.61300 -9.04717 -0.07
N 0.66195 -1.73592 -5.81453 -0.34
O -0.22628 -1.24187 -5.15084 0.05
O 1.75597 -1.95373 -5.38737 0.07
H -0.16476 -1.89489 -10.96700 0.10
H 2.12006 -2.32937 -10.08553 0.11
H 2.46003 -2.43920 -7.60571 0.12
H -1.65451 -1.28872 -6.95816 0.12
H -2.02112 -1.36972 -9.31996 0.10
C 6.53336 0.28368 3.75860 -0.08
C 6.75076 -0.67677 4.72425 -0.05
C 5.70280 -1.04600 5.63131 0.02
C 4.50654 -0.41475 5.40239 -0.16
C 4.24168 0.47603 4.35437 -0.01
C 5.24648 0.81639 3.46425 -0.05
N 3.47204 -0.72815 6.37960 -0.35
O 3.75947 -1.56938 7.16912 0.10
O 2.38932 -0.20095 6.25488 0.06
H 7.35461 0.64954 3.05797 0.13
H 7.74587 -1.06327 4.92220 0.11
H 5.81257 -1.79001 6.39949 0.11
H 3.24189 0.91268 4.22863 0.09
H 5.10542 1.47826 2.61291 0.10
C 1.30859 -0.15330 -1.14637 -0.04
C 0.37268 -0.29622 -2.19261 -0.03
C -0.94330 -0.52812 -1.88131 0.00
C -1.37407 -0.42913 -0.57910 -0.16
C -0.47250 -0.28173 0.47355 0.00
C 0.89529 -0.16666 0.20085 -0.07
N -2.74771 -0.69419 -0.25293 -0.30
O -3.30333 -1.55023 -0.93872 0.09
O -3.19379 -0.20680 0.75883 0.05
H 2.38282 -0.18013 -1.28903 0.06
H 0.81301 -0.45105 -3.18832 0.09
H -1.52690 -0.89241 -2.71423 0.12
H -0.81986 -0.37912 1.46611 0.09
H 1.60586 -0.13868 1.03154 0.11
C 2.96565 3.50287 -3.06634 -0.06
C 2.18027 3.64168 -4.20839 -0.02
C 2.33553 2.68242 -5.22329 0.02
C 3.41423 1.85477 -5.11162 -0.16
C 4.24138 1.79574 -4.06411 -0.02
C 4.01944 2.63534 -2.99986 -0.06
N 3.48983 0.75515 -6.14796 -0.34
O 2.56079 0.64236 -6.90668 0.08
O 4.44790 0.02744 -6.14036 0.07
H 2.70709 4.09967 -2.18448 0.10
H 1.44853 4.38869 -4.17193 0.07
H 1.73545 2.59945 -6.18087 0.15
H 5.06108 1.10144 -4.05394 0.11
H 4.55156 2.57089 -2.10496 0.07
C 5.86705 -2.85201 1.53068 -0.08
C 4.62039 -2.65214 2.09014 -0.08
C 4.39498 -3.20781 3.29691 -0.02
C 5.37281 -4.00058 3.89013 -0.14
C 6.59803 -4.19708 3.32922 -0.01
C 6.86097 -3.65042 2.08499 -0.05
N 5.02987 -4.55794 5.23091 -0.35
O 5.96937 -4.60826 5.97116 0.09
O 3.87685 -4.83137 5.48501 0.09
H 6.19519 -2.36537 0.60420 0.10
H 3.88659 -2.02527 1.59024 0.11
H 3.46427 -2.94144 3.81146 0.10
H 7.36201 -4.63634 3.94437 0.12
H 7.82425 -3.72237 1.66053 0.10
C -3.07232 2.96103 -0.79605 -0.06
C -1.70502 3.01463 -0.51996 -0.07
C -0.82995 3.84225 -1.16544 0.01
C -1.42974 4.69452 -2.07351 -0.15
C -2.84280 4.74973 -2.30500 0.00
C -3.68384 3.79232 -1.72009 -0.06
N -0.61030 5.57203 -2.85474 -0.37
O 0.43662 5.93386 -2.36973 0.07
O -1.00778 5.80271 -3.99054 0.08
H -3.78450 2.23331 -0.35974 0.09
H -1.28739 2.42525 0.29467 0.09
H 0.24045 3.79897 -1.03725 0.10
H -3.32569 5.41302 -2.99359 0.12
H -4.74174 3.76868 -1.96316 0.12
C -2.97755 -5.71988 -0.20035 -0.05
C -1.58918 -6.01257 0.00408 -0.05
C -0.69803 -5.62297 -0.95132 -0.02
C -1.15459 -4.88730 -2.04579 -0.13
C -2.51904 -4.60881 -2.23873 0.01
C -3.46632 -5.03286 -1.30508 -0.05
N -0.21411 -4.57455 -3.10691 -0.32
O -0.68336 -4.16571 -4.15996 0.06
O 0.99161 -4.54098 -2.86717 0.06
H -3.81767 -5.99085 0.47193 0.12
H -1.25780 -6.47971 0.92849 0.10
H 0.33343 -5.84469 -0.76604 0.10
H -2.83707 -4.03074 -3.12304 0.11
H -4.52929 -4.84741 -1.44220 0.10
C -1.72912 -4.51956 6.03489 -0.04
C -0.49510 -4.90249 5.45656 -0.05
C 0.26349 -3.97216 4.84320 0.00
C -0.18524 -2.62364 4.75128 -0.13
C -1.40618 -2.28466 5.26118 -0.02
C -2.14097 -3.19794 5.99758 -0.06
N 0.57543 -1.58194 4.14768 -0.29
O 1.73520 -1.77599 3.74352 0.03
O 0.02595 -0.51894 3.94970 0.06
H -2.37857 -5.25666 6.52426 0.12
H -0.16781 -5.90864 5.50723 0.11
H 1.22877 -4.26562 4.47035 0.10
H -1.66796 -1.26240 5.22998 0.09
H -3.01784 -2.78669 6.54441 0.13
C 1.21457 -5.34066 1.48129 -0.31
O 0.12651 -5.06509 1.98870 -0.02
N 2.00143 -4.48011 0.78804 -0.14
C 3.10042 -4.86493 -0.04430 -0.05
C 1.48076 -3.12991 0.51822 -0.03
H 1.70244 -6.30042 1.51220 0.14
H 2.75784 -5.11776 -1.02120 0.07
H 3.63958 -5.65767 0.36323 0.07
H 3.80474 -4.01102 -0.16213 0.08
H 1.30501 -2.51148 1.38894 0.06
H 2.23275 -2.58310 -0.08278 0.08
H 0.51973 -3.18997 -0.00191 0.10
C -2.99743 -5.38732 2.91320 -0.38
O -3.31766 -6.46522 3.36589 0.01
N -3.86215 -4.33463 2.82709 -0.19
C -5.23896 -4.43982 3.24390 -0.05
C -3.46078 -3.12341 2.14245 -0.05
H -1.94623 -5.12787 2.58063 0.11
H -5.97761 -4.48320 2.39511 0.09
H -5.52333 -3.61775 3.93160 0.10
H -5.28346 -5.33462 3.84423 0.07
H -2.49888 -3.46854 1.74870 0.08
H -4.18101 -2.90298 1.30941 0.08
H -3.30740 -2.22816 2.77702 0.08
C -1.88032 1.63153 -6.48095 -0.34
O -1.39054 1.27592 -7.52875 0.01
N -3.07769 1.25071 -5.92718 -0.17
C -3.93063 0.18526 -6.50213 -0.02
C -3.39577 1.89684 -4.66196 -0.07
H -1.36979 2.44281 -5.82265 0.15
H -3.41917 -0.21598 -7.36514 0.06
H -4.93129 0.64563 -6.70428 0.11
H -4.04423 -0.62540 -5.73637 0.07
H -4.45121 1.76599 -4.50135 0.06
H -2.82120 1.39095 -3.92750 0.07
H -3.22092 3.01101 -4.56560 0.10
C -3.20128 6.98412 0.01402 -0.38
O -4.13568 7.43713 -0.56747 0.03
N -3.27436 6.15148 1.08162 -0.16
C -2.11760 5.73109 1.88808 -0.04
C -4.57265 5.62601 1.38270 -0.04
H -2.15590 7.23908 -0.27571 0.14
H -2.31215 5.94845 2.92432 0.07
H -1.21688 6.30554 1.60527 0.10
H -1.91378 4.64901 1.77950 0.07
H -4.83369 6.00017 2.33022 0.07
H -5.33227 6.07564 0.72504 0.10
H -4.61026 4.57386 1.35919 0.06
C 5.55417 -0.43620 -1.51946 -0.34
O 4.62893 0.08296 -0.91240 0.00
N 5.43037 -1.23363 -2.62209 -0.20
C 6.50563 -2.12060 -2.87075 -0.07
C 4.06739 -1.66756 -2.87920 -0.03
H 6.63425 -0.27270 -1.36921 0.13
H 7.41340 -1.48253 -2.77184 0.10
H 6.44929 -2.58842 -3.87934 0.11
H 6.58170 -2.89703 -2.08899 0.09
H 3.95336 -2.02277 -3.89649 0.08
H 3.81251 -2.54953 -2.23758 0.10
H 3.37990 -0.83491 -2.69469 0.06
```

HOMO level: -8.70 eV
energy: -7357.42289 Ha
ΔE to the lowest compared entry with this formula, charge and spin: 106.2 kcal/mol